C84H168O21 | ωB97M-V/def2-TZVPD

```
273
Properties=species:S:1:pos:R:3:forces:R:3:lowdin_charge:R:1
C 2.0410 2.5036 0.7232 -0.1608 0.1403 -0.3886 -0.163
C 2.9885 2.3235 -0.4608 0.2003 0.7860 -0.7905 -0.139
C 3.7200 3.7200 -0.4793 -0.6855 -1.6468 1.3219 -0.143
O 3.9562 3.8608 0.9394 0.3355 0.9673 -1.0718 -0.148
C 2.8500 3.3343 1.6572 1.2434 0.3635 1.0521 -0.216
H 1.6662 1.6211 1.2417 0.0068 -0.1982 -0.3925 0.091
H 1.2044 3.1250 0.4040 -0.3493 -0.2643 -0.1984 0.101
H 2.4271 2.1192 -1.3725 0.2187 -0.1133 -0.0992 0.086
H 3.7451 1.5544 -0.3055 -0.1338 -0.1230 0.0035 0.082
H 3.0309 4.4744 -0.8589 0.0167 0.3214 -0.0555 0.104
H 4.6831 3.7698 -0.9874 -0.2353 -0.1390 -0.0335 0.118
H 2.2813 4.1404 2.1208 -0.0513 0.0164 0.1534 0.121
H 3.3558 2.7382 2.4167 -0.4475 -0.1322 0.4874 0.111
C -3.7820 -2.4773 5.1480 -1.1528 1.0846 1.5355 -0.162
C -4.4260 -1.2646 4.3806 -0.2043 -1.9121 -0.2390 -0.127
C -3.4639 -1.1766 3.1776 -0.6970 0.1686 2.5797 -0.194
O -2.2343 -1.6337 3.7595 2.0289 0.0845 -0.3304 -0.182
C -2.3178 -2.1253 5.1465 -1.4891 0.5756 -1.1796 -0.170
H -3.9543 -3.4718 4.7364 -0.0911 0.2134 -0.4888 0.106
H -4.2013 -2.4958 6.1539 0.0392 -0.1345 0.1975 0.108
H -4.4641 -0.3621 4.9905 0.5914 0.0194 0.0657 0.101
H -5.4714 -1.4332 4.1220 0.0162 -0.2736 -0.2496 0.108
H -3.4916 -0.1141 2.9360 0.8855 0.0392 -0.6073 0.097
H -3.7514 -1.8039 2.3338 0.0540 -0.0044 0.0305 0.094
H -2.0458 -1.3575 5.8709 -0.2445 0.4877 -0.1856 0.104
H -1.6786 -2.9632 5.4247 0.2717 -0.1920 -1.0659 0.114
C -2.6400 -3.8814 -7.5767 -0.0930 -1.2208 -1.1022 -0.169
C -2.9434 -3.7267 -6.1164 -0.5047 -0.4974 0.9686 -0.157
C -3.0778 -2.2192 -5.9132 -0.2386 -0.2879 0.0328 -0.190
O -3.1110 -1.7123 -7.2385 0.1913 2.7297 0.7430 -0.141
C -3.3594 -2.6820 -8.1750 0.6328 -0.9925 -0.6414 -0.232
H -3.0013 -4.8075 -8.0237 -0.2807 -0.1931 0.2589 0.112
H -1.5659 -3.9529 -7.7481 0.1008 0.7161 -0.1866 0.100
H -2.2164 -4.2120 -5.4652 0.0302 0.1206 0.0303 0.097
H -3.9171 -4.1692 -5.9063 -0.0154 -0.2074 0.0989 0.113
H -2.2908 -1.7646 -5.3114 0.4479 0.0741 -0.4334 0.104
H -3.9786 -1.9545 -5.3595 -0.2932 -0.0865 -0.2051 0.103
H -3.0058 -2.3698 -9.1576 0.4345 0.1612 0.1041 0.125
H -4.4217 -2.8572 -8.3449 -0.4076 -0.2848 0.4045 0.119
C 6.7337 -0.4632 1.2266 0.6566 -0.4265 -0.0547 -0.136
C 5.6658 0.4796 1.7826 0.3890 -1.1124 0.4265 -0.145
C 4.4620 -0.4749 1.8274 0.4650 0.6197 -0.9855 -0.154
O 4.9187 -1.8556 1.6551 -2.0981 1.1852 0.3450 -0.164
C 6.3026 -1.8941 1.6294 0.5804 0.8177 0.1959 -0.232
H 7.7395 -0.2454 1.5858 0.0398 0.0926 -0.1599 0.111
H 6.7181 -0.4096 0.1380 0.1647 0.0350 -0.1078 0.094
H 5.4882 1.3536 1.1559 -0.0008 -0.0645 0.0175 0.101
H 5.8874 0.8206 2.7939 0.2139 0.0145 -0.0172 0.102
H 3.9148 -0.2201 0.9198 -0.8285 -0.3737 0.2614 0.097
H 3.9468 -0.2189 2.7533 -0.5116 -0.9089 -0.0147 0.103
H 6.5975 -2.6702 0.9232 0.2367 0.1038 -0.0887 0.107
H 6.6337 -2.1831 2.6268 0.5471 0.0539 0.1799 0.118
C 0.0041 -4.7134 -3.1358 -0.7614 0.7719 -0.1179 -0.173
C 0.6606 -5.5649 -2.0730 0.9826 -0.4621 -0.9687 -0.149
C 1.8828 -6.1197 -2.8722 -0.2075 0.3923 0.6272 -0.176
O 1.6183 -5.9290 -4.2671 0.4444 -0.5771 0.3719 -0.118
C 0.3156 -5.4298 -4.4355 -0.3317 0.0358 -0.0521 -0.227
H 0.4246 -3.7103 -3.2071 0.1704 0.1120 0.2651 0.102
H -1.0672 -4.5923 -2.9759 -0.1266 0.0366 -0.0189 0.098
H 0.0311 -6.4259 -1.8484 -0.1606 0.1255 0.2679 0.105
H 0.9801 -5.0652 -1.1585 -0.2166 0.0884 -0.0227 0.104
H 2.0042 -7.1551 -2.5538 0.1953 -0.3079 -0.6273 0.111
H 2.8154 -5.5980 -2.6573 0.0074 0.1080 0.1344 0.097
H -0.3999 -6.2235 -4.6504 -0.1254 -0.3859 0.1652 0.119
H 0.2979 -4.7886 -5.3167 0.1252 0.1961 0.0561 0.102
C -4.3711 3.5813 0.1507 -1.6966 0.3794 -0.5137 -0.183
C -3.2308 2.6094 0.2051 0.1673 -0.6488 -1.0174 -0.161
C -2.5018 2.9361 1.4827 -0.3741 0.5202 -0.4629 -0.194
O -3.1135 4.1590 1.9210 0.2257 0.6038 1.4844 -0.162
C -3.9088 4.7907 0.9022 1.0313 -0.5563 -0.5252 -0.176
H -5.2435 3.2309 0.7024 -0.0052 -0.5003 0.0992 0.118
H -4.7547 3.7632 -0.8532 0.2732 0.1839 -0.1320 0.111
H -2.5314 2.7512 -0.6189 -0.1904 -0.0201 -0.2958 0.108
H -3.6329 1.5989 0.1330 0.3254 -0.1789 0.1285 0.105
H -1.4398 3.0908 1.2921 0.1681 0.1617 0.0614 0.104
H -2.5721 2.1056 2.1852 -0.3061 0.4015 0.6333 0.091
H -3.3148 5.4511 0.2704 0.4987 0.0098 -0.0717 0.108
H -4.7009 5.4328 1.2875 0.0048 -0.4134 0.6136 0.125
C -4.5967 -3.5383 -1.0743 -0.7447 -0.1917 -0.3547 -0.180
C -3.3181 -2.9338 -0.5976 0.0420 0.3338 -0.0797 -0.163
C -2.9645 -1.9294 -1.7294 0.2167 -1.0072 -0.1853 -0.134
O -3.7362 -2.3746 -2.8958 0.0876 0.6691 0.7063 -0.161
C -4.3386 -3.6098 -2.5602 -0.3801 -0.2149 0.0529 -0.224
H -5.4372 -2.8715 -0.8817 -0.1971 -0.0563 -0.0120 0.121
H -4.7850 -4.5138 -0.6258 -0.1518 0.0075 -0.0270 0.110
H -2.6487 -3.7936 -0.5680 0.6941 0.4376 0.3066 0.101
H -3.4903 -2.4987 0.3868 0.6203 0.1082 -0.0441 0.088
H -1.9107 -1.9832 -2.0030 0.0812 0.0052 0.0781 0.102
H -3.1524 -0.8856 -1.4780 -0.4160 -0.0404 -0.1428 0.102
H -3.6448 -4.4178 -2.7924 0.1115 -0.3374 -0.0458 0.112
H -5.2657 -3.7807 -3.1073 0.1139 0.2806 -0.3531 0.125
C 2.3772 -2.6632 4.7760 -0.4510 1.4017 0.0058 -0.182
C 3.8461 -2.8794 5.0584 0.9881 -0.4961 0.2554 -0.155
C 4.1835 -4.1332 4.2234 -0.4550 0.9227 -0.1556 -0.181
O 2.9477 -4.8563 4.1439 -0.3713 0.1299 0.1570 -0.128
C 1.8884 -3.8604 4.0382 0.1435 -1.4016 -0.4260 -0.188
H 2.2163 -1.7972 4.1339 0.0821 0.3158 0.1432 0.098
H 1.7759 -2.5162 5.6731 0.1757 0.1090 0.1351 0.109
H 4.0553 -3.0508 6.1143 -0.2444 -0.1983 0.1235 0.108
H 4.4822 -2.0327 4.8002 -0.0955 0.0554 -0.3052 0.094
H 5.0167 -4.7279 4.5979 -0.4635 -0.3257 0.2303 0.125
H 4.4847 -3.7868 3.2348 -0.0897 -0.0670 -0.3230 0.091
H 0.9353 -4.1987 4.4446 0.2822 -0.7018 0.2964 0.111
H 1.6266 -3.6982 2.9926 0.4778 0.2538 -0.2855 0.102
C 0.1801 5.3511 -2.1208 1.0348 0.5901 -0.1798 -0.135
C 0.1342 6.7037 -1.3552 0.7358 -0.5599 1.0476 -0.134
C -1.1825 7.3354 -1.6890 -0.3997 0.1926 -0.9327 -0.203
O -1.8453 6.3268 -2.4186 -2.7556 0.7011 1.0238 -0.142
C -0.9464 5.5411 -3.0955 -0.1381 -1.0368 -0.6974 -0.235
H 0.0241 4.4973 -1.4614 -0.3973 0.1145 0.1494 0.098
H 1.1706 5.1663 -2.5366 -0.0559 0.1296 -0.4018 0.084
H 0.9187 7.4196 -1.6006 0.3797 -0.4478 0.2225 0.117
H 0.1467 6.3982 -0.3089 0.3859 0.7299 0.1777 0.088
H -1.1222 8.2038 -2.3450 0.5585 0.2557 -0.2009 0.115
H -1.7684 7.7145 -0.8517 -0.1973 -0.6353 0.2070 0.115
H -0.7020 6.0269 -4.0401 0.6223 0.0371 -0.2189 0.124
H -1.4957 4.6303 -3.3337 0.2483 -0.2145 -0.1566 0.114
C 3.8269 1.3297 7.5248 0.3540 0.1101 0.8601 -0.173
C 4.7892 2.4169 7.0880 -0.1100 0.0239 0.7612 -0.176
C 4.7340 2.3014 5.5928 0.4258 -0.5069 -0.2652 -0.188
O 4.3722 0.9281 5.3082 0.1494 0.0275 -0.1145 -0.178
C 4.0781 0.2226 6.5263 -1.0658 0.8294 -0.4838 -0.195
H 2.8399 1.7909 7.4885 -0.3424 -0.6079 -0.1981 0.111
H 4.0358 1.0347 8.5531 -0.1868 -0.1105 0.0431 0.115
H 5.7710 2.2000 7.5090 0.1570 0.2544 -0.1751 0.116
H 4.3986 3.3620 7.4651 0.4642 0.1939 -0.1146 0.117
H 5.7098 2.4683 5.1366 -0.0932 0.2280 -0.1765 0.117
H 3.9921 2.9890 5.1866 -0.0904 -0.1223 -0.2676 0.116
H 4.8826 -0.4592 6.8023 0.1165 0.0635 0.0362 0.120
H 3.1538 -0.3270 6.3483 0.1399 -0.3737 -0.0299 0.102
C 0.1172 0.7792 5.3277 0.3324 0.1738 0.4833 -0.152
C -1.2119 1.5556 5.2593 0.7825 -0.0162 -0.3535 -0.135
C -0.7561 3.0148 4.9548 0.4848 -1.8076 -0.2177 -0.164
O 0.6554 2.9226 4.6315 0.4979 0.2195 0.1772 -0.136
C 1.0353 1.5678 4.3953 -1.1323 -1.0390 -0.2447 -0.201
H 0.0067 -0.2899 5.1464 0.0290 0.0650 -0.4627 0.093
H 0.5860 0.8518 6.3091 -0.2658 0.1096 0.3845 0.105
H -1.8086 1.4114 6.1600 -0.1066 0.2679 -0.1432 0.107
H -1.7655 1.2205 4.3822 -0.2255 -0.3349 0.1529 0.088
H -0.9208 3.6453 5.8285 0.2550 0.3722 -0.3465 0.112
H -1.2530 3.3276 4.0365 -0.2884 0.5873 0.3355 0.096
H 2.0928 1.3166 4.4773 0.2070 0.8185 0.7923 0.102
H 0.8517 1.2229 3.3778 -0.5819 0.4371 -0.6275 0.091
C -4.9314 4.3921 5.0039 -0.1750 1.2306 -1.3328 -0.185
C -4.0871 4.6009 6.2215 0.1126 -0.4468 1.0836 -0.153
C -4.4595 3.3298 6.9857 -0.0915 1.0478 1.0686 -0.240
O -4.5805 2.3334 6.0310 -0.1426 -1.1611 -0.9961 -0.143
C -4.8986 2.9130 4.7459 0.1923 0.0003 0.4749 -0.168
H -4.5530 4.9694 4.1603 0.0824 -0.1440 -0.2088 0.099
H -5.9546 4.7446 5.1337 -0.0607 -0.0460 0.3834 0.119
H -4.3595 5.5079 6.7611 0.1895 -0.0148 0.0370 0.118
H -3.0147 4.5803 6.0276 -0.0145 0.2194 -0.2818 0.092
H -5.3944 3.5207 7.5126 -0.5435 -0.1039 -0.0403 0.114
H -3.7874 3.0127 7.7831 0.4400 -0.0440 -0.2685 0.119
H -5.8667 2.5652 4.3855 0.0645 -0.3129 0.0189 0.122
H -4.1095 2.6728 4.0333 0.0176 -0.2694 -0.0300 0.099
C 0.7825 -1.6164 -6.1391 0.0510 -1.3346 -0.5352 -0.135
C 2.0743 -0.8300 -6.1241 0.7100 -0.2366 0.6337 -0.168
C 2.2325 -0.3247 -7.5405 -0.0139 0.1704 0.2468 -0.192
O 1.0097 -0.6409 -8.2005 0.3602 1.0165 -0.9343 -0.126
C 0.4767 -1.8203 -7.6467 -0.6694 1.0215 0.9061 -0.186
H 0.0086 -1.0124 -5.6654 -0.2422 -0.2756 -0.1594 0.090
H 0.8596 -2.5957 -5.6668 -0.0456 0.1168 0.4444 0.091
H 2.9536 -1.4284 -5.8854 -0.1049 -0.1825 0.2811 0.103
H 2.0209 -0.0217 -5.3947 0.0413 0.0323 -0.0277 0.097
H 3.1007 -0.7799 -8.0170 -0.0729 -0.2997 -0.3199 0.116
H 2.4551 0.7405 -7.4792 -0.5752 0.2046 -0.6757 0.110
H 0.8322 -2.6908 -8.1981 0.5865 -0.3719 0.5407 0.121
H -0.6069 -1.8252 -7.7650 -0.0382 0.2754 -0.3001 0.096
C 5.6989 -1.7106 -2.6956 -0.0284 0.0861 -0.1514 -0.150
C 4.7256 -2.7150 -2.1219 -0.9164 -0.9675 -0.3262 -0.170
C 3.3779 -2.2610 -2.6657 1.2019 0.5959 0.9967 -0.204
O 3.4920 -0.8593 -2.4423 -0.0686 1.4510 -0.2372 -0.165
C 4.8628 -0.4031 -2.6690 -0.0611 -1.7111 -0.4816 -0.151
H 5.9304 -1.8930 -3.7450 0.0940 -0.4316 0.0429 0.109
H 6.6412 -1.6720 -2.1491 -0.0669 0.1589 0.0540 0.103
H 4.6512 -2.6008 -1.0405 0.2407 -0.2016 0.1483 0.103
H 4.8041 -3.7661 -2.3997 0.8122 -0.0936 0.1654 0.109
H 2.5722 -2.6524 -2.0446 -0.2131 0.1415 -0.1589 0.098
H 3.2264 -2.5433 -3.7076 -0.0508 0.1806 -0.2564 0.114
H 5.2459 0.2874 -1.9177 -0.6982 0.1543 0.0944 0.108
H 4.9572 -0.0027 -3.6783 -0.2842 0.6330 0.1832 0.106
C 2.9480 4.8305 -5.3068 -1.0426 0.2176 -0.5006 -0.171
C 2.8047 3.3422 -5.5340 -0.7937 -0.7728 0.6440 -0.168
C 3.0068 2.7756 -4.1257 1.2469 0.9373 -0.6567 -0.185
O 4.1493 3.5537 -3.7252 0.3641 0.6775 0.7367 -0.164
C 3.9116 4.9360 -4.1285 0.2428 -0.7280 -0.4016 -0.171
H 1.9507 5.2163 -5.0957 0.0521 0.3197 0.2828 0.099
H 3.2683 5.3023 -6.2358 0.2388 0.2462 0.2268 0.110
H 3.6144 3.0619 -6.2076 -0.1352 -0.6805 0.1147 0.117
H 1.8232 3.0032 -5.8655 0.0353 0.2865 -0.5757 0.101
H 3.2352 1.7099 -4.1077 0.2719 0.0848 0.1342 0.101
H 2.2142 2.9754 -3.4047 -0.5589 0.0114 -0.3547 0.101
H 4.8513 5.3989 -4.4299 0.2285 -0.3692 0.0553 0.115
H 3.5328 5.5696 -3.3265 -0.2684 -0.3062 0.3289 0.100
C -2.7509 -5.7234 1.7314 0.1511 -0.0584 -0.7484 -0.137
C -1.7395 -6.4639 0.8583 -1.3142 -1.2177 -1.7798 -0.196
C -0.4872 -6.4579 1.6067 0.2618 0.3173 0.7003 -0.217
O -0.4782 -5.1306 2.1337 0.0148 0.8882 0.6193 -0.129
C -1.8348 -4.6970 2.4077 -0.6586 -0.9811 0.1094 -0.170
H -3.2371 -6.3563 2.4738 0.2203 -0.2605 -0.0653 0.112
H -3.5587 -5.2719 1.1555 0.1007 0.0850 -0.0720 0.086
H -1.5270 -5.9887 -0.0993 -0.3598 0.6629 0.0004 0.092
H -2.0024 -7.4707 0.5335 -0.4118 -0.2136 0.3439 0.121
H 0.3698 -6.6548 0.9626 0.1968 0.4278 0.1712 0.103
H -0.4945 -7.2274 2.3787 0.1156 0.0750 0.4725 0.129
H -2.0837 -3.6823 2.0969 0.8393 0.0662 -0.2574 0.093
H -2.1304 -4.7667 3.4545 0.8420 0.2629 0.4694 0.106
C -0.9639 7.6530 4.3115 -0.1240 1.1010 -0.2761 -0.156
C -1.1851 6.2779 3.8212 0.2354 -2.1079 -0.6800 -0.178
C -0.8558 6.3704 2.3276 -1.2257 -0.5094 0.3734 -0.239
O 0.1462 7.2971 2.2635 2.3279 0.8554 -0.5086 -0.133
C -0.0245 8.2804 3.2603 -0.0699 0.2692 0.0976 -0.181
H -0.5033 7.6353 5.2992 -0.5231 0.4638 0.0852 0.116
H -1.9404 8.1264 4.2092 0.1548 0.5839 0.8395 0.114
H -2.1775 5.8582 3.9855 -0.0332 0.1478 0.0910 0.098
H -0.4689 5.6099 4.2996 0.0477 -0.2090 -0.1643 0.102
H -1.6903 6.7654 1.7482 -0.6687 -0.1903 -0.0466 0.112
H -0.5479 5.4333 1.8637 0.1295 -0.0409 0.1136 0.114
H -0.4346 9.1839 2.8092 -0.4283 0.0921 -0.0543 0.111
H 0.9412 8.6100 3.6436 0.1868 -0.4446 0.0890 0.116
C -2.8077 1.7132 -5.1844 -0.4939 0.0194 0.0691 -0.154
C -2.4852 1.5286 -3.7193 -0.0210 -0.9670 1.3237 -0.164
C -0.9765 1.3891 -3.6415 0.3358 -0.1925 -0.7243 -0.205
O -0.5221 2.1455 -4.7396 0.4158 1.2346 -0.7840 -0.170
C -1.4734 2.0485 -5.8262 0.4555 -0.1867 0.6787 -0.155
H -3.5547 2.4980 -5.3031 0.0206 -0.0424 -0.2177 0.113
H -3.2166 0.7738 -5.5565 -0.0337 0.1556 -0.3166 0.100
H -2.9427 0.5997 -3.3790 -0.1817 0.0981 0.3386 0.091
H -2.8194 2.3395 -3.0720 -0.0673 0.1005 -0.1077 0.101
H -0.5909 0.3853 -3.8193 -0.4547 -0.6441 0.2416 0.103
H -0.4843 1.7157 -2.7255 -0.2508 0.3406 0.0151 0.111
H -1.1607 1.2283 -6.4724 0.0892 0.1526 -0.3608 0.113
H -1.5009 3.0075 -6.3436 0.2810 -0.1490 -0.1103 0.121
C 0.2349 -1.2091 1.2959 -0.0840 -0.9333 -0.1541 -0.137
C 0.7898 -1.8002 0.0106 0.6453 0.8152 -0.3697 -0.151
C 0.6644 -0.6432 -0.9824 -0.5024 -0.7358 -0.1157 -0.182
O -0.6507 -0.1173 -0.6764 0.9739 -0.6629 -0.5765 -0.164
C -0.8192 -0.2514 0.7368 -0.2000 1.0091 0.1481 -0.178
H 0.9965 -0.7350 1.9150 0.0637 0.3189 -0.2146 0.094
H -0.1200 -2.0601 1.8772 -0.5571 0.3560 0.2840 0.094
H 0.1070 -2.5711 -0.3466 0.1151 -0.2965 0.0365 0.107
H 1.8067 -2.1807 0.1065 -0.0087 -0.1029 0.0032 0.110
H 0.6925 -1.0648 -1.9872 -0.3357 0.3541 -0.2788 0.102
H 1.4420 0.1197 -0.9440 0.0103 0.0319 0.3652 0.097
H -1.8607 -0.5291 0.8988 0.0211 -0.1948 0.2145 0.101
H -0.6704 0.7695 1.0886 -0.1151 0.0236 0.7415 0.095
C 3.3426 -6.6462 1.0309 -0.5826 -0.8399 0.5911 -0.169
C 4.2027 -5.7108 0.2793 0.5990 1.2688 -1.4536 -0.178
C 5.5074 -5.6467 1.0384 0.6810 1.5133 0.7851 -0.201
O 5.3463 -6.3832 2.2165 0.3067 -1.0096 0.2200 -0.109
C 4.3476 -7.3131 1.9699 -1.9638 -1.0312 0.8348 -0.220
H 2.8497 -7.3574 0.3681 -0.0967 -0.1207 0.1207 0.109
H 2.5856 -6.1283 1.6198 0.0415 0.0620 -0.0110 0.099
H 3.7427 -4.7264 0.1942 0.0876 0.0746 -0.1566 0.106
H 4.4603 -6.0725 -0.7161 -0.3991 0.0346 -0.2037 0.106
H 5.7326 -4.6673 1.4603 0.1110 0.3879 -0.6807 0.094
H 6.3542 -5.9681 0.4319 0.1445 -0.2943 0.0159 0.122
H 3.8285 -7.5406 2.9010 0.2498 0.0374 0.2832 0.121
H 4.6395 -8.2861 1.5747 0.7889 -0.0064 -0.3042 0.117
C -7.5371 0.6426 -3.8782 -0.6182 0.5080 -0.8325 -0.166
C -6.2449 0.4223 -3.1636 1.7004 -0.5211 0.4551 -0.163
C -6.4486 0.9513 -1.7360 0.0624 -0.0613 -1.5535 -0.194
O -7.8182 0.7176 -1.5467 -0.5190 0.0779 1.5785 -0.119
C -8.5255 0.8596 -2.7463 -0.8178 -0.1487 -0.4800 -0.217
H -7.8121 -0.1678 -4.5532 0.0729 -0.1227 0.1759 0.112
H -7.5562 1.5469 -4.4865 0.3537 0.0128 -0.1111 0.109
H -5.3696 0.8917 -3.6127 -0.0613 -0.0522 -0.2426 0.098
H -6.0414 -0.6469 -3.1042 0.1389 -0.0663 -0.0077 0.105
H -6.1809 2.0078 -1.7154 -0.2206 0.3618 0.2046 0.105
H -5.8290 0.4411 -0.9986 -0.3240 -0.1659 0.1302 0.114
H -8.9930 1.8327 -2.8962 0.1442 0.4566 0.5418 0.112
H -9.3712 0.1720 -2.7432 0.1650 -0.3238 0.1342 0.118
```
Forces are in eV/Å.

* molar mass: 1514.247 u
* orbital gap: 9.59 eV
* LUMO: 0.45 eV